1.
Here is a 5-piece molecular cluster, C21H38Cl8O5S overall from the Open Molecules 2025 dataset. Energies are from ωB97M-V with the def2-TZVPD basis set.

XYZ file:
```
73
C21H38Cl8O5S | the Open Molecules 2025 dataset | ωB97M-V with the def2-TZVPD basis set
C 3.6614 -3.7821 0.1614
C 4.6411 -3.7846 1.0832
C 5.9954 -3.1751 1.0269
O 6.7679 -3.3586 1.9300
O 6.4319 -2.5371 -0.0948
C 5.6846 -1.4170 -0.5699
C 5.3234 -0.4034 0.4984
C 4.5919 0.7700 -0.2037
C 3.0788 0.5282 -0.2313
C 2.3390 1.1641 0.9543
C 1.2404 0.2947 1.5850
C 0.3200 -0.4493 0.6312
C -0.1180 0.2752 -0.6331
C -1.4625 -0.3140 -1.0476
C -1.3453 -1.8375 -1.2861
S -0.1920 -2.7671 -0.2682
O 0.5191 -3.6805 -1.1056
O -0.9273 -3.3253 0.8277
O 0.8930 -1.7418 0.2702
H 3.3634 -2.8745 -0.3488
H 3.1366 -4.6882 -0.1162
H 4.4686 -4.3181 2.0133
H 6.3139 -0.9336 -1.3165
H 4.7868 -1.7463 -1.0988
H 6.1943 -0.0530 1.0506
H 4.5984 -0.8186 1.2059
H 4.8548 1.7379 0.2208
H 4.9650 0.7891 -1.2338
H 2.8911 -0.5433 -0.3136
H 2.6942 0.9727 -1.1536
H 1.9512 2.1529 0.7028
H 3.0751 1.3433 1.7441
H 1.7074 -0.4514 2.2325
H 0.6138 0.9139 2.2296
H -0.5846 -0.6865 1.2000
H -0.1451 1.3538 -0.4926
H 0.5791 0.0077 -1.4319
H -2.2105 -0.1423 -0.2744
H -1.8138 0.1394 -1.9748
H -1.0038 -2.0074 -2.3052
H -2.3147 -2.2945 -1.1040
Cl -6.5388 -1.0604 2.2391
C -5.2288 -2.2645 2.1671
C -3.9536 -1.7563 2.7834
Cl -3.2405 -0.4388 1.8079
H -5.0834 -2.5256 1.1230
H -5.5706 -3.1474 2.7044
H -3.2174 -2.5583 2.8162
H -4.1086 -1.3777 3.7901
Cl -6.6875 -2.6092 -1.0882
C -7.9625 -1.4447 -1.5277
C -7.4935 -0.4667 -2.5725
Cl -6.2524 0.6443 -1.9352
H -8.2715 -0.9368 -0.6173
H -8.8029 -2.0195 -1.9125
H -8.3297 0.1476 -2.9030
H -7.0713 -0.9742 -3.4358
Cl 5.0757 3.2558 2.9606
C 6.8150 3.5374 3.2431
C 7.5586 3.8016 1.9596
Cl 7.6374 2.3508 0.9280
H 7.2126 2.6677 3.7593
H 6.8962 4.4034 3.8977
H 8.5838 4.0922 2.1822
H 7.0899 4.5953 1.3834
Cl -8.7870 3.8191 -2.9310
C -7.1009 4.3232 -2.6416
C -6.4219 4.7907 -3.9029
Cl -6.1450 3.4591 -5.0555
H -6.5780 3.4817 -2.1953
H -7.1327 5.1399 -1.9223
H -5.4463 5.2067 -3.6573
H -7.0086 5.5518 -4.4107
```

Output
HOMO energy = -9.043 eV
SMILES = C=CC(=O)OCCCCCC[C@H]1CCCS(=O)(=O)O1.ClCCCl.ClCCCl.ClCCCl.ClCCCl
calculated total energy = -5278.83342 a.u.

List of Löwdin charges in e, atom by atom: 0.070, -0.052, -0.509, 0.119, -0.002, -0.189, -0.170, -0.207, -0.197, -0.182, -0.123, -0.347, -0.133, -0.216, -0.183, 0.608, -0.276, -0.278, -0.218, 0.042, 0.076, 0.113, 0.130, 0.108, 0.084, 0.116, 0.065, 0.106, 0.093, 0.108, 0.112, 0.081, 0.128, 0.123, 0.094, 0.132, 0.125, 0.014, 0.118, 0.106, 0.105, 0.539, -0.670, -0.613, 0.633, 0.015, 0.079, 0.076, 0.070, 0.562, -0.649, -0.646, 0.550, 0.060, 0.075, 0.071, 0.070, 0.557, -0.653, -0.651, 0.592, 0.070, 0.073, 0.073, 0.069, 0.530, -0.670, -0.664, 0.530, 0.020, 0.073, 0.072, 0.066

***

2.
Here is C21H38DyN3O5S2 as an isolated structure from the Open Molecules 2025 dataset. Energies are from ωB97M-V with the def2-TZVPD basis set.

XYZ file:
```
70
C21H38DyN3O5S2 | the Open Molecules 2025 dataset | ωB97M-V with the def2-TZVPD basis set
Dy 0.2463 -1.2560 -1.1839
C -1.0080 2.4175 2.9476
C -0.5940 2.4776 1.4960
C 0.7412 2.7077 1.1488
C 1.7536 2.9893 2.2343
C 1.1073 2.7810 -0.1994
C 2.5376 2.9736 -0.6262
C 0.1215 2.7099 -1.1898
C 0.4746 2.9980 -2.6200
C -1.2098 2.4506 -0.8425
C -2.2151 2.3345 -1.9588
C -1.5729 2.3605 0.5039
C -3.0137 2.2364 0.9321
H -1.3831 3.3919 3.2685
H -0.1806 2.1475 3.5972
H -1.8014 1.6890 3.1028
H 2.5778 3.5805 1.8474
H 2.1612 2.0717 2.6634
H 1.2997 3.5697 3.0350
H 2.7232 4.0076 -0.9248
H 2.7429 2.3170 -1.4701
H 3.2414 2.7155 0.1591
H 0.6791 2.0629 -3.1440
H 1.3554 3.6271 -2.6920
H -0.3411 3.5101 -3.1238
H -2.4477 3.3182 -2.3738
H -3.1423 1.8732 -1.6358
H -1.7919 1.7161 -2.7487
H -3.2452 1.2131 1.2342
H -3.6940 2.5300 0.1393
H -3.2081 2.8889 1.7811
C 2.6259 -2.8663 1.0661
C 2.6857 -1.3450 1.2986
N 1.3525 -0.7390 1.2079
C 0.5847 -0.7142 2.4435
C -0.0517 -2.0613 2.7963
S -0.9556 -2.8614 1.4006
C -0.0193 -4.4206 1.1532
C 1.0007 -4.3870 0.0049
N 1.7080 -3.1147 -0.0421
H 2.2514 -3.3777 1.9552
H 3.6396 -3.2515 0.8796
H 3.2834 -0.9116 0.4928
H 3.1629 -1.1362 2.2678
H 1.4702 0.2195 0.8663
H -0.2167 0.0140 2.3057
H 1.1990 -0.4052 3.3107
H -0.7991 -1.9023 3.5738
H 0.6799 -2.7725 3.1702
H -0.7802 -5.1731 0.9496
H 0.4433 -4.6586 2.1089
H 0.4682 -4.4960 -0.9494
H 1.6811 -5.2453 0.1387
H 2.1928 -2.9960 -0.9411
N -4.0564 -0.7109 -1.0841
C -2.7541 -0.8918 -1.3663
O -1.8923 -0.4906 -0.5676
C -2.4189 -1.6385 -2.6215
C -1.3739 -2.7515 -2.2716
H -4.3230 -0.2762 -0.2166
H -4.7748 -1.0633 -1.6912
H -1.9263 -0.9448 -3.3176
H -3.3459 -2.0140 -3.0863
H -0.9979 -3.1313 -3.2389
H -1.9510 -3.5888 -1.8342
O 0.4811 -0.0562 -3.0070
S 1.9178 -0.4287 -2.7741
O 2.8442 0.0948 -3.7273
O 2.1577 0.0107 -1.3568
O 1.8938 -1.9269 -2.6532
```

Output
2S+1 = 6
HOMO energy (spin up / spin down) = -7.831 / -7.669 eV
energy relative to the best compared isomer or geometry (same formula, charge and spin) = 6.4 kcal/mol
calculated total energy = -3045.01719 a.u.

List of Löwdin charges in e, atom by atom: 1.527, -0.061, -0.206, -0.197, -0.038, -0.188, -0.043, -0.180, -0.024, -0.185, -0.037, -0.189, -0.041, 0.095, 0.065, 0.073, 0.071, 0.080, 0.077, 0.094, 0.068, 0.072, 0.068, 0.079, 0.080, 0.095, 0.053, 0.081, 0.073, 0.071, 0.077, -0.172, -0.176, -0.140, -0.261, -0.410, 0.894, -0.427, -0.261, -0.164, 0.097, 0.131, 0.113, 0.125, 0.085, 0.098, 0.126, 0.072, 0.063, 0.072, 0.066, 0.110, 0.126, 0.092, 0.207, -0.543, -0.134, -0.234, -0.293, 0.108, 0.113, 0.106, 0.107, 0.034, 0.027, -0.436, 0.279, -0.256, -0.432, -0.424